Here is a molecular structure, C44H70Ge2NO5PbSSe from the OMol25 dataset. Energies are from ωB97M-V/def2-TZVPD.

Each line ends with the Mulliken charge.
Positions of all 125 atoms, in Å:
Pb 0.01 0.30 -1.32  1.632
C 4.85 4.19 3.53  -2.114
C 5.44 2.97 2.81  2.411
C 6.00 2.00 3.84  -1.321
C 6.59 3.39 1.96  -1.789
C 4.41 2.21 1.92  -0.058
C 3.09 2.56 1.73  -0.147
C 2.31 1.82 0.88  -0.395
Se 0.38 2.14 0.91  0.003
C 0.15 0.73 2.19  -0.219
C 0.52 1.16 3.44  -0.307
C 0.56 0.29 4.58  -0.890
C -0.10 -0.90 4.31  -0.083
C -0.70 -1.33 3.09  -0.438
C -0.46 -0.53 1.92  0.274
O -0.76 -0.89 0.70  -0.790
C -1.60 -2.60 3.05  2.483
C -2.94 -2.16 2.28  -1.139
C -2.02 -3.14 4.41  -2.267
C -0.89 -3.70 2.26  -1.263
C 1.34 0.61 5.79  2.480
C 1.47 -0.60 6.78  -2.234
C 2.73 1.05 5.45  -1.645
C 0.64 1.71 6.60  -1.644
C 2.76 0.64 0.23  0.594
O 1.96 -0.18 -0.36  -0.458
C 4.13 0.33 0.35  -0.339
C 4.89 1.12 1.21  -0.427
C 4.77 -0.72 -0.53  2.339
C 4.44 -0.50 -2.01  -1.031
C 6.28 -0.71 -0.32  -2.431
C 4.22 -2.10 -0.15  -1.533
H 5.67 4.81 3.91  0.458
H 4.29 4.76 2.80  0.417
H 4.19 3.88 4.29  0.305
H 6.70 2.54 4.46  0.530
H 5.27 1.50 4.42  0.013
H 6.57 1.18 3.35  0.276
H 7.41 3.73 2.61  0.479
H 7.04 2.58 1.40  0.354
H 6.25 4.10 1.17  0.361
H 2.69 3.40 2.27  0.569
H 0.91 2.19 3.62  0.229
H -0.04 -1.58 5.14  0.369
H -3.37 -1.32 2.73  0.437
H -2.70 -1.85 1.28  -0.261
H -3.67 -3.05 2.30  0.409
H -2.65 -2.48 5.05  0.333
H -2.73 -3.99 4.22  0.417
H -1.21 -3.50 4.99  0.489
H -0.64 -3.44 1.25  0.103
H 0.11 -4.02 2.68  0.258
H -1.47 -4.58 2.21  0.490
H 1.74 -1.52 6.36  0.552
H 2.27 -0.45 7.54  0.371
H 0.60 -0.74 7.46  0.408
H 3.22 0.26 4.87  0.473
H 2.75 1.99 4.84  -0.120
H 3.36 1.16 6.38  0.432
H -0.43 1.41 6.63  0.421
H 1.24 1.93 7.51  0.462
H 0.77 2.62 5.90  0.221
H 5.95 1.00 1.32  0.174
H 4.65 0.56 -2.22  0.254
H 5.04 -1.15 -2.71  0.412
H 3.30 -0.63 -2.16  -0.025
H 6.63 0.30 -0.42  0.555
H 6.62 -0.99 0.69  0.338
H 6.86 -1.32 -1.05  0.354
H 4.64 -2.46 0.78  0.311
H 3.16 -2.29 -0.17  0.159
H 4.49 -2.75 -0.99  0.475
C -1.24 -0.80 -6.67  -1.433
C -1.25 -0.60 -5.14  0.252
Ge -2.59 0.65 -4.39  -0.115
C -1.98 2.58 -4.53  0.071
C -1.98 2.86 -6.04  -1.221
C -4.28 0.01 -5.11  -0.276
C -4.87 -0.69 -4.12  -0.452
Ge -3.64 -0.63 -2.63  -0.626
C -3.09 -2.32 -1.76  0.664
C -4.29 -3.25 -1.41  -1.292
C -4.57 0.24 -1.14  0.248
C -4.55 1.76 -1.31  -1.203
C -6.15 -1.38 -4.14  0.570
C -6.62 -1.93 -5.36  -0.747
C -7.79 -2.75 -5.42  -0.565
C -8.56 -2.99 -4.33  -0.456
C -8.18 -2.41 -3.10  -0.837
C -7.04 -1.57 -3.07  0.356
H -0.94 -1.80 -6.93  0.407
H -0.55 -0.06 -7.20  0.346
H -2.21 -0.69 -7.16  0.299
H -0.26 -0.32 -4.80  0.070
H -1.43 -1.58 -4.66  0.249
H -0.96 2.82 -4.23  0.007
H -2.68 3.25 -4.06  0.490
H -1.74 1.99 -6.76  0.179
H -1.21 3.59 -6.38  0.333
H -2.89 3.26 -6.43  0.391
H -4.73 0.32 -6.05  0.618
H -2.56 -2.12 -0.81  -0.746
H -2.31 -2.82 -2.37  0.455
H -4.90 -2.63 -0.67  0.239
H -3.99 -4.16 -0.94  0.450
H -4.87 -3.55 -2.28  0.374
H -4.19 0.02 -0.13  0.020
H -5.60 -0.12 -1.20  0.268
H -3.71 2.19 -0.77  0.243
H -5.47 2.22 -0.90  0.345
H -4.35 2.15 -2.31  0.141
H -6.03 -1.82 -6.34  0.215
H -8.12 -3.16 -6.36  0.358
H -9.46 -3.55 -4.38  0.412
H -8.68 -2.82 -2.16  0.234
H -6.78 -1.16 -2.13  0.415
O 2.39 5.16 -2.70  -0.693
H 1.55 5.70 -2.64  0.292
H 2.10 4.24 -2.48  0.352
O 1.91 0.50 -4.09  -0.528
S 1.83 1.88 -3.64  0.187
N 1.31 2.23 -2.34  -0.179
O 0.67 -2.35 -1.17  -0.894
H 1.47 -2.03 -0.69  0.069
H 0.06 -2.51 -0.40  0.126

LUMO = 2.3 eV
Kohn-Sham gap = 0.2642 Eh
Total charge = -1
Strongest force on any atom = 3.9 eV/A

Here is 10 unconnected molecules or ions with the total composition C44H73F9O27 from the OMol25 dataset. Energies are from ωB97M-V/def2-TZVPD.

Each line ends with the Mulliken charge.
Positions of all 153 atoms, in Å:
C 6.39 -7.21 -23.86  -1.390
C 7.73 -7.33 -23.13  0.249
O 7.98 -6.16 -22.38  -0.270
C 8.94 -6.10 -21.49  0.622
O 9.80 -6.93 -21.36  -0.506
C 9.09 -4.68 -20.94  0.611
F 10.04 -4.01 -21.61  -0.226
F 7.97 -3.97 -21.00  -0.269
F 9.48 -4.74 -19.66  -0.184
H 6.37 -8.10 -24.49  0.420
H 6.30 -6.33 -24.49  0.349
H 5.51 -7.37 -23.24  0.311
H 8.62 -7.48 -23.75  0.024
H 7.60 -8.26 -22.57  0.256
C 15.49 -12.81 -15.36  -1.040
C 16.78 -12.76 -14.59  -0.503
O 17.18 -11.38 -14.40  -0.040
C 18.49 -11.18 -14.18  0.304
O 19.25 -12.06 -13.96  -0.553
C 18.89 -9.70 -14.35  0.862
F 19.34 -9.52 -15.59  -0.265
F 17.86 -8.87 -14.17  -0.179
F 19.85 -9.35 -13.50  -0.258
H 15.34 -11.97 -16.04  0.178
H 14.54 -12.81 -14.82  0.255
H 15.30 -13.73 -15.93  0.508
H 17.51 -13.16 -15.29  0.481
H 16.81 -13.30 -13.64  0.263
C 7.46 -6.05 -14.75  -0.598
C 6.49 -5.44 -15.76  -0.572
O 6.08 -6.42 -16.72  -0.312
C 6.86 -6.73 -17.73  0.370
O 7.94 -6.26 -17.95  -0.401
C 6.33 -7.90 -18.55  0.853
F 6.11 -7.53 -19.82  -0.276
F 7.21 -8.89 -18.62  -0.211
F 5.19 -8.39 -18.08  -0.257
H 7.01 -6.97 -14.36  0.360
H 7.64 -5.50 -13.83  0.577
H 8.41 -6.27 -15.24  -0.072
H 6.86 -4.53 -16.21  0.287
H 5.57 -5.23 -15.21  0.343
C 19.91 -9.38 -8.70  -1.533
C 19.43 -10.49 -9.63  0.596
C 18.42 -11.34 -8.84  -0.569
O 17.36 -11.55 -9.77  -0.344
C 17.40 -10.57 -10.68  0.648
O 16.57 -10.36 -11.50  -0.527
O 18.58 -9.90 -10.62  -0.294
H 20.64 -8.73 -9.20  0.377
H 20.50 -9.78 -7.87  0.418
H 19.28 -8.59 -8.28  0.347
H 20.29 -11.06 -9.96  0.271
H 18.02 -10.90 -7.93  0.279
H 18.77 -12.34 -8.56  0.307
C 10.08 -9.16 -12.05  -1.160
C 9.17 -9.49 -13.20  1.009
C 9.84 -9.84 -14.56  1.739
O 9.02 -10.88 -15.00  -0.360
C 8.10 -11.29 -14.08  0.452
O 7.33 -12.17 -14.26  -0.575
O 8.26 -10.56 -12.98  -0.474
H 10.97 -8.64 -12.41  -0.126
H 10.39 -9.98 -11.40  0.444
H 9.62 -8.50 -11.31  0.429
H 8.61 -8.56 -13.38  -0.251
H 10.88 -10.11 -14.44  -0.303
H 9.74 -9.01 -15.26  -0.963
C 17.52 -9.13 -20.03  -1.141
C 17.54 -7.67 -19.68  0.380
C 18.77 -6.83 -20.10  -0.506
O 18.20 -5.67 -20.62  -0.360
C 16.91 -5.90 -20.92  0.468
O 16.23 -5.29 -21.68  -0.490
O 16.44 -7.04 -20.33  -0.130
H 16.67 -9.63 -19.57  0.056
H 18.34 -9.72 -19.61  0.408
H 17.66 -9.28 -21.10  0.365
H 17.39 -7.46 -18.61  0.213
H 19.30 -7.45 -20.84  0.281
H 19.48 -6.83 -19.27  0.393
C 13.41 -10.59 -18.84  -1.560
C 12.73 -11.16 -17.61  1.731
C 11.21 -10.97 -17.53  0.748
O 10.94 -12.21 -16.85  -0.348
C 11.76 -13.16 -17.17  0.554
O 11.72 -14.31 -16.83  -0.601
O 12.78 -12.58 -17.88  -0.558
H 13.70 -9.55 -18.66  0.072
H 12.88 -10.81 -19.76  0.428
H 14.39 -11.05 -18.96  0.445
H 13.20 -10.80 -16.69  -0.467
H 10.67 -10.97 -18.48  0.441
H 10.83 -10.19 -16.87  -0.791
C 13.78 -7.18 -23.27  -1.112
C 12.80 -6.78 -24.40  0.319
C 11.30 -6.89 -24.09  -0.115
O 10.85 -5.56 -24.44  -0.310
C 11.89 -4.76 -24.67  0.574
O 11.81 -3.56 -24.70  -0.586
O 13.03 -5.41 -24.73  -0.369
H 13.30 -8.00 -22.74  0.226
H 13.77 -6.33 -22.58  0.232
H 14.77 -7.43 -23.62  0.452
H 13.08 -7.42 -25.24  0.318
H 11.00 -7.34 -23.15  0.104
H 10.86 -7.61 -24.79  0.306
C 14.97 -7.92 -9.99  -0.666
O 13.97 -6.96 -9.60  -0.532
C 13.00 -6.78 -10.62  0.348
C 12.20 -5.54 -10.26  -0.642
O 10.96 -5.57 -10.97  -0.420
C 11.03 -4.78 -12.18  0.011
C 11.15 -3.28 -11.88  -0.750
O 12.43 -2.82 -11.55  -0.286
C 12.49 -1.57 -10.93  -0.785
H 15.60 -7.82 -9.11  0.305
H 15.41 -7.68 -10.96  0.272
H 14.41 -8.85 -10.16  0.372
H 12.39 -7.68 -10.65  0.107
H 13.48 -6.66 -11.60  0.091
H 12.86 -4.67 -10.24  0.246
H 11.87 -5.55 -9.21  0.341
H 10.14 -5.01 -12.75  0.236
H 11.86 -5.12 -12.81  0.092
H 10.43 -3.08 -11.07  0.347
H 10.80 -2.70 -12.74  0.476
H 12.11 -0.74 -11.54  0.333
H 13.49 -1.29 -10.62  0.246
H 11.83 -1.55 -10.05  0.328
C 13.09 -7.09 -19.97  -0.327
O 12.72 -7.03 -18.61  -0.466
C 11.32 -7.20 -18.44  0.920
C 10.91 -7.08 -17.01  -0.048
O 11.48 -8.05 -16.14  0.446
C 12.86 -7.77 -15.84  -0.719
C 13.29 -8.20 -14.45  0.008
O 13.14 -9.61 -14.30  0.045
C 13.66 -10.04 -13.03  -0.644
H 14.15 -6.88 -20.01  0.061
H 12.48 -6.38 -20.54  0.363
H 12.92 -8.05 -20.48  0.222
H 11.06 -8.12 -18.99  0.197
H 10.83 -6.41 -19.02  -0.519
H 9.83 -7.26 -16.94  -0.926
H 11.06 -6.05 -16.66  0.450
H 13.08 -6.70 -15.90  0.527
H 13.47 -8.22 -16.63  -0.251
H 12.65 -7.62 -13.77  -0.593
H 14.35 -7.96 -14.32  0.721
H 14.17 -9.27 -12.45  0.147
H 14.32 -10.89 -13.18  -0.024
H 12.79 -10.32 -12.43  0.344

SMILES = CCOC(=O)C(F)(F)F.CCOC(=O)C(F)(F)F.CCOC(=O)C(F)(F)F.C[C@H]1COC(=O)O1.C[C@H]1COC(=O)O1.C[C@H]1COC(=O)O1.C[C@H]1COC(=O)O1.C[C@H]1COC(=O)O1.COCCOCCOC.COCCOCCOC
LUMO = 0.3 eV
Kohn-Sham gap = 0.3688 Eh
Total charge = 0
Strongest force on any atom = 3.2 eV/A

Here is 6 unconnected molecules or ions with the total composition C44H74Cl2IO14P2S from the OMol25 dataset. Energies are from ωB97M-V/def2-TZVPD.

Each line ends with the Mulliken charge.
Positions of all 138 atoms, in Å:
C 4.25 1.69 5.50  -1.534
C 3.40 2.63 4.53  0.776
C 3.18 1.96 3.16  -2.496
I 5.40 1.70 2.58  -0.038
P 2.16 2.73 1.68  4.798
C 3.53 4.09 1.55  -1.698
C 1.56 3.40 -0.02  -0.116
C 0.87 4.75 -0.28  -1.201
C 1.73 5.67 -1.24  -1.073
C 1.75 5.06 -2.70  -0.411
C 3.21 4.85 -3.20  -0.370
C 3.30 4.16 -4.58  -1.141
C 3.09 2.62 -4.54  -0.269
O 4.29 1.94 -4.15  -0.417
C 4.10 0.53 -4.17  -0.561
C 1.12 3.94 2.76  -1.478
C -0.40 3.79 2.96  -0.949
C -1.42 4.16 1.85  0.441
C -2.90 3.96 2.30  -0.870
S -3.95 3.52 0.86  0.960
O -5.20 3.03 1.40  -0.607
O -4.18 4.65 0.01  -0.579
Cl -3.11 1.96 -0.19  -0.032
C 0.74 1.38 1.66  -1.619
C 0.43 0.46 2.81  -0.540
C 0.43 0.73 4.20  0.500
C 0.15 -0.18 5.22  -1.152
C -0.18 -1.50 4.90  -0.692
C -0.25 -1.82 3.53  -0.597
C 0.04 -0.89 2.51  0.864
C -0.12 -1.44 1.09  -1.572
P 3.45 1.25 0.45  0.033
O 2.87 1.02 -1.14  -0.254
Cl 3.26 -0.77 1.12  -0.309
H 4.21 0.63 5.20  0.365
H 3.82 1.72 6.52  0.288
H 5.28 2.06 5.63  0.429
H 3.95 3.59 4.55  0.490
H 2.50 2.80 5.16  -0.840
H 3.00 0.90 3.39  0.902
H 3.11 5.07 1.20  0.421
H 4.01 4.38 2.50  0.334
H 4.25 3.86 0.74  0.259
H 2.47 3.49 -0.64  -0.322
H 0.90 2.62 -0.45  0.413
H 0.55 5.44 0.51  0.251
H -0.05 4.60 -0.89  0.302
H 1.37 6.71 -1.24  0.540
H 2.78 5.66 -0.91  0.287
H 1.30 4.05 -2.62  0.093
H 1.17 5.66 -3.42  0.472
H 3.65 5.87 -3.32  0.358
H 3.83 4.32 -2.46  0.137
H 4.33 4.30 -5.00  0.369
H 2.61 4.61 -5.32  0.422
H 2.84 2.28 -5.57  0.373
H 2.28 2.34 -3.83  0.319
H 5.05 0.04 -4.41  0.256
H 3.32 0.22 -4.89  0.277
H 3.78 0.17 -3.17  0.244
H 1.33 4.99 2.46  0.748
H 1.48 4.04 3.81  0.565
H -0.78 2.82 3.36  -0.091
H -0.69 4.48 3.79  0.478
H -1.30 5.25 1.65  0.506
H -1.28 3.62 0.90  -0.524
H -3.00 3.15 3.04  0.395
H -3.31 4.92 2.63  0.388
H 0.97 0.75 0.77  0.581
H -0.23 1.80 1.28  0.429
H 0.66 1.76 4.50  0.012
H 0.18 0.10 6.28  0.397
H -0.39 -2.27 5.65  0.352
H -0.54 -2.85 3.27  0.371
H -0.34 -0.65 0.35  0.174
H -0.97 -2.14 1.04  0.510
H 0.79 -1.99 0.80  0.241
H 3.30 1.65 -1.73  0.181
O 0.15 3.62 6.20  -0.467
C 0.58 3.83 7.29  0.478
O 1.85 4.26 7.53  -0.331
C 2.09 4.31 8.95  -0.460
C 0.71 4.40 9.58  -0.506
C -0.15 3.62 8.60  -0.474
H 2.62 3.40 9.24  0.263
H 2.71 5.17 9.18  0.319
H 0.68 4.02 10.60  0.333
H 0.38 5.44 9.60  0.264
H -0.16 2.55 8.83  0.253
H -1.17 4.01 8.55  0.319
O -0.44 -2.78 -1.33  -0.652
C -1.56 -2.58 -1.70  0.534
O -2.58 -3.47 -1.54  -0.332
C -3.76 -2.98 -2.20  0.004
C -3.57 -1.48 -2.30  -0.613
C -2.06 -1.36 -2.45  -0.047
H -3.84 -3.46 -3.17  -0.166
H -4.64 -3.25 -1.61  0.372
H -4.13 -1.03 -3.12  0.351
H -3.89 -1.00 -1.37  0.260
H -1.74 -1.43 -3.49  0.305
H -1.67 -0.45 -2.00  0.027
O -3.04 -3.36 -6.47  -0.626
C -3.14 -4.48 -6.08  0.498
O -4.01 -4.87 -5.11  -0.353
C -3.81 -6.25 -4.79  -0.030
C -3.12 -6.85 -6.01  -0.629
C -2.31 -5.67 -6.52  -0.015
H -3.18 -6.31 -3.89  0.090
H -4.76 -6.72 -4.59  0.156
H -2.52 -7.73 -5.78  0.400
H -3.87 -7.13 -6.75  0.269
H -1.33 -5.61 -6.05  -0.224
H -2.20 -5.68 -7.60  0.433
O 1.12 -6.27 -6.54  -0.611
C 1.70 -5.43 -5.91  0.592
O 2.50 -4.50 -6.47  -0.369
C 3.13 -3.72 -5.43  -0.389
C 2.23 -3.87 -4.22  -0.232
C 1.69 -5.28 -4.40  -0.323
H 4.14 -4.11 -5.26  0.255
H 3.21 -2.68 -5.76  0.255
H 2.76 -3.72 -3.27  0.364
H 1.42 -3.15 -4.27  0.055
H 2.34 -6.03 -3.96  0.314
H 0.68 -5.37 -4.01  0.130
O -6.90 -7.96 -3.52  -0.577
C -6.49 -7.75 -2.41  0.556
O -5.23 -7.33 -2.16  -0.263
C -5.00 -7.29 -0.74  -0.436
C -6.39 -7.18 -0.12  -0.476
C -7.24 -7.96 -1.12  -0.511
H -4.48 -8.20 -0.44  0.254
H -4.38 -6.43 -0.49  0.300
H -6.44 -7.56 0.90  0.346
H -6.71 -6.14 -0.10  0.252
H -7.27 -9.03 -0.89  0.267
H -8.25 -7.56 -1.18  0.295

LUMO = 1.8 eV
Kohn-Sham gap = 0.1764 Eh
Total charge = -1
Strongest force on any atom = 3.9 eV/A

Calculated values (hartree) of HOMO energy for the records, taken in order: -0.1805, -0.3589, -0.1107.